Molecular formula: C3H8NO3
Method: DFT, wB97M-V/def2-TZVPD

Each line ends with the natural charge from an NBO analysis.
CARTESIAN COORDINATES (ANGSTROEM)
C: 0.917 0.720 -1.241  0.14
H: -0.563 -0.857 -1.492  0.35
N: -0.148 -0.307 -0.753  -0.74
O: 0.532 -0.990 2.661  -0.58
H: 0.741 0.776 -2.342  0.07
H: -2.625 0.439 0.718  0.46
O: -2.453 1.347 0.428  -0.98
H: -0.263 -2.031 0.407  0.19
H: -1.652 1.283 -0.116  0.50
C: 0.485 -0.437 1.591  0.47
C: 0.386 -1.167 0.290  -0.35
H: 0.553 0.659 1.513  0.12
O: 2.147 0.407 -0.896  -0.92
H: 1.389 -1.522 0.030  0.24
H: 0.555 1.681 -0.798  0.05

E_HOMO (eV): -3.08
Orbital gap (Eh): 0.25845
Charge: -1
Strongest force on any atom (Eh/bohr): 0.013
Lowest unoccupied orbital energy (eV): 3.950

Molecular formula: C3H8NO3
Method: DFT, wB97M-V/def2-TZVPD

Each line ends with the natural charge from an NBO analysis.
CARTESIAN COORDINATES (ANGSTROEM)
O: 0.614 0.237 -1.270  -0.78
H: -0.331 1.793 -0.362  0.50
H: -1.230 -0.094 2.481  0.17
C: 0.249 -0.854 -0.878  0.74
H: -1.075 0.734 0.940  0.15
H: 1.272 0.272 1.164  0.34
H: -1.194 2.507 -1.377  0.46
H: -0.581 -1.751 0.793  0.21
O: -0.290 -1.745 -1.590  -0.80
H: 1.368 -1.841 0.661  0.21
C: -0.519 0.463 1.911  -0.41
C: 0.378 -1.404 0.583  -0.36
N: 0.660 -0.276 1.585  -0.64
H: -0.327 1.438 2.363  0.19
O: -0.720 2.714 -0.573  -0.99

E_HOMO (eV): -3.95
Orbital gap (Eh): 0.29305
Charge: -1
Strongest force on any atom (Eh/bohr): 0.113
Lowest unoccupied orbital energy (eV): 4.028

Molecular formula: C3H8NO3
Method: DFT, wB97M-V/def2-TZVPD

Each line ends with the natural charge from an NBO analysis.
CARTESIAN COORDINATES (ANGSTROEM)
H: -0.942 1.772 1.516  0.40
H: 2.440 -0.992 0.333  0.51
H: -1.946 1.505 -0.495  0.15
O: -0.208 1.182 -1.424  -0.78
N: -0.153 1.044 1.505  -0.69
H: -1.809 -0.133 -1.226  0.22
H: -1.426 -0.562 1.121  0.12
H: 0.581 1.601 1.074  0.44
H: -0.347 1.073 -2.369  0.49
C: -0.662 -0.016 0.556  -0.20
C: 0.477 -0.889 0.063  0.55
O: 0.257 -1.783 -0.698  -0.71
C: -1.320 0.649 -0.642  -0.13
H: 0.048 0.722 2.480  0.43
O: 1.662 -0.430 0.437  -0.79

⟨S²⟩: 0.75
E_HOMO (alpha / beta) (eV): -2.57 / -9.02
Orbital gap (alpha / beta) (Eh): 0.09764 / 0.33254
Charge: 0
Multiplicity: 2
Strongest force on any atom (Eh/bohr): 0.079
Lowest unoccupied orbital energy (alpha / beta) (eV): 0.084 / 0.027